Record 1
6 unconnected molecules or ions with the total composition C33H31F5O. Source: the Open Molecules 2025 dataset; level of theory: ωB97M-V with the def2-TZVPD basis set.

The value obtained for the orbital gap is 9.8 eV. The SMILES is Fc1ccccc1.Fc1ccccc1.Fc1ccccc1.Fc1ccccc1.Fc1ccccc1.CC(C)=O. The value obtained for the max |F| is 3.33 eV/A.

Each line ends with the natural charge from an NBO analysis.
Positions of all 70 atoms, in Å:
C1 1.104 -4.323 0.344  -0.733
C2 2.438 -3.807 -0.064  0.598
O1 2.589 -2.606 -0.254  -0.569
C3 3.566 -4.789 -0.119  -0.723
H1 0.479 -3.518 0.730  0.240
H2 1.063 -5.169 1.030  0.230
H3 0.589 -4.695 -0.541  0.246
H4 3.589 -5.306 -1.078  0.242
H5 3.417 -5.566 0.631  0.229
H6 4.524 -4.273 -0.064  0.239
F1 -7.894 3.600 -1.901  -0.330
C4 -6.762 2.962 -1.482  0.400
C5 -6.415 3.009 -0.142  -0.287
C6 -5.247 2.453 0.298  -0.189
C7 -4.454 1.767 -0.577  -0.237
C8 -4.747 1.761 -1.917  -0.193
C9 -5.890 2.398 -2.412  -0.283
H7 -7.189 3.302 0.551  0.226
H8 -4.977 2.516 1.342  0.218
H9 -3.606 1.204 -0.215  0.227
H10 -4.084 1.257 -2.604  0.216
H11 -6.150 2.411 -3.461  0.228
F2 5.318 -2.479 6.822  -0.318
C10 4.759 -2.184 5.641  0.392
C11 3.405 -1.881 5.655  -0.276
C12 2.686 -1.653 4.482  -0.200
C13 3.423 -1.774 3.287  -0.219
C14 4.788 -2.123 3.215  -0.211
C15 5.455 -2.252 4.422  -0.280
H12 2.900 -1.754 6.601  0.223
H13 1.638 -1.391 4.474  0.223
H14 2.796 -1.721 2.409  0.213
H15 5.241 -2.118 2.235  0.227
H16 6.512 -2.472 4.411  0.225
F3 -1.608 0.344 0.712  -0.359
C16 -0.443 0.856 0.200  0.457
C17 0.675 0.083 0.491  -0.301
C18 1.936 0.516 0.027  -0.180
C19 2.049 1.793 -0.631  -0.221
C20 0.905 2.552 -0.892  -0.204
C21 -0.357 2.047 -0.514  -0.317
H17 0.599 -0.896 0.941  0.226
H18 2.830 -0.068 0.185  0.232
H19 2.994 2.139 -1.025  0.212
H20 0.893 3.517 -1.377  0.225
H21 -1.265 2.588 -0.735  0.231
F4 -0.096 5.797 -2.053  -0.347
C22 0.610 6.131 -3.225  0.389
C23 0.353 7.357 -3.812  -0.278
C24 0.995 7.807 -4.960  -0.186
C25 2.001 6.938 -5.474  -0.223
C26 2.175 5.679 -4.937  -0.198
C27 1.448 5.225 -3.802  -0.277
H22 -0.317 8.056 -3.334  0.230
H23 0.893 8.825 -5.307  0.223
H24 2.534 7.324 -6.330  0.217
H25 2.957 4.992 -5.224  0.219
H26 1.623 4.212 -3.472  0.233
F5 -2.219 -5.188 3.617  -0.327
C28 -2.332 -4.902 2.315  0.409
C29 -2.275 -3.557 2.019  -0.296
C30 -2.405 -3.191 0.746  -0.188
C31 -2.502 -4.177 -0.255  -0.239
C32 -2.551 -5.514 0.062  -0.194
C33 -2.506 -5.936 1.397  -0.298
H27 -2.130 -2.828 2.802  0.235
H28 -2.355 -2.150 0.461  0.230
H29 -2.617 -4.007 -1.315  0.217
H30 -2.779 -6.181 -0.756  0.216
H31 -2.579 -6.968 1.706  0.235

***

Record 2
A molecular structure, C33H31IrN4Te. Source: the Open Molecules 2025 dataset; level of theory: ωB97M-V with the def2-TZVPD basis set.

As for the spin multiplicity: 6. The value obtained for the orbital gap (spin up / spin down) is 7.8 / 5.4 eV. As for the expectation value of S²: 8.838. The net charge is +3. The value obtained for the max |F| is 0.68 eV/A. The relative energy (zero: lowest compared OMol25 entry of this formula, charge and spin) is 8.68 kJ/mol.

Each line ends with the natural charge from an NBO analysis.
Positions of all 70 atoms, in Å:
Ir1 -0.236 -0.318 -0.479  1.117
C1 -0.338 2.983 0.854  -0.620
C2 0.749 2.487 -0.092  -0.323
C3 0.604 2.935 -1.517  -0.023
C4 1.374 3.961 -1.987  -0.189
C5 1.153 4.480 -3.273  -0.049
C6 0.159 3.957 -4.088  -0.203
C7 -0.654 2.919 -3.675  0.049
C8 -1.641 2.366 -4.673  -0.452
C9 -2.898 3.239 -4.800  -0.599
C10 -0.438 2.395 -2.354  0.237
N1 -1.137 1.344 -1.834  -0.528
C11 -2.429 1.107 -2.082  0.086
C12 -3.004 -0.009 -1.515  0.081
C13 -4.339 -0.511 -1.556  -0.128
C14 -4.361 -1.635 -0.777  -0.251
C15 -3.048 -1.799 -0.258  0.126
N2 -2.231 -0.837 -0.693  -0.616
H1 -0.236 2.536 1.844  0.216
H2 -1.339 2.776 0.476  0.214
H3 -0.245 4.063 0.975  0.257
H4 0.760 1.354 -0.109  0.085
H5 1.739 2.744 0.285  0.254
H6 2.139 4.400 -1.358  0.246
H7 1.773 5.290 -3.635  0.255
H8 0.029 4.353 -5.088  0.252
H9 -1.909 1.334 -4.448  0.208
H10 -1.140 2.337 -5.642  0.254
H11 -3.422 3.368 -3.850  0.195
H12 -3.591 2.801 -5.517  0.247
H13 -2.636 4.235 -5.154  0.237
H14 -3.036 1.808 -2.641  0.245
H15 -5.157 -0.079 -2.113  0.268
H16 -5.199 -2.286 -0.583  0.274
H17 -2.696 -2.586 0.393  0.221
N3 4.727 -4.579 -4.038  -0.116
C16 3.971 -3.915 -3.484  0.188
C17 3.029 -3.087 -2.785  -0.019
C18 1.788 -2.799 -3.347  -0.188
C19 0.914 -2.002 -2.644  0.075
N4 1.218 -1.501 -1.429  -0.560
C20 2.423 -1.782 -0.887  0.053
C21 3.350 -2.562 -1.533  -0.181
H18 1.512 -3.187 -4.317  0.279
H19 -0.058 -1.750 -3.046  0.228
H20 2.640 -1.353 0.083  0.223
H21 4.310 -2.760 -1.077  0.273
Te1 0.202 -1.017 2.213  1.095
C22 2.094 -1.311 3.031  -0.349
C23 2.679 -0.364 3.865  -0.171
C24 3.887 -0.689 4.465  -0.190
C25 4.475 -1.926 4.233  -0.139
C26 3.876 -2.853 3.390  -0.177
C27 2.672 -2.551 2.766  -0.246
C28 -1.043 -1.244 3.847  -0.322
C29 -0.703 -0.632 5.055  -0.147
C30 -1.500 -0.895 6.154  -0.191
C31 -2.594 -1.751 6.040  -0.103
C32 -2.914 -2.349 4.825  -0.182
C33 -2.147 -2.087 3.702  -0.213
H22 2.230 0.605 4.040  0.223
H23 4.368 0.028 5.117  0.255
H24 5.413 -2.170 4.715  0.257
H25 4.340 -3.816 3.220  0.254
H26 2.200 -3.281 2.118  0.232
H27 0.147 0.030 5.147  0.226
H28 -1.268 -0.435 7.105  0.258
H29 -3.205 -1.952 6.909  0.258
H30 -3.760 -3.019 4.753  0.255
H31 -2.392 -2.554 2.757  0.220

***

Record 3
A molecular structure, C33H32BF4N2PtSb. Source: the Open Molecules 2025 dataset; level of theory: ωB97M-V with the def2-TZVPD basis set.

The value obtained for the orbital gap is 7.7 eV. The value obtained for the max |F| is 1.96 eV/A. The relative energy (zero: lowest compared OMol25 entry of this formula, charge and spin) is 0.00 kJ/mol.

Each line ends with the Löwdin charge.
Positions of all 74 atoms, in Å:
Pt1 0.388 -0.842 -0.314  0.896
C1 1.762 -2.923 0.736  -0.094
C2 0.429 -3.179 1.459  -0.198
C3 -0.552 -3.977 0.634  -0.160
C4 -0.603 -5.361 0.764  -0.036
C5 -1.490 -6.112 0.012  -0.072
C6 -2.300 -5.479 -0.918  -0.041
C7 -2.265 -4.101 -1.097  -0.165
C8 -3.010 -3.498 -2.273  -0.195
C9 -2.050 -2.999 -3.357  -0.080
C10 -1.411 -3.357 -0.273  -0.158
N1 -1.334 -1.941 -0.422  -0.071
C11 -2.357 -1.149 -0.363  -0.063
C12 -2.104 0.191 -0.686  -0.319
C13 -2.864 1.341 -0.678  -0.015
C14 -2.007 2.382 -1.064  -0.061
C15 -0.756 1.827 -1.281  -0.151
N2 -0.796 0.491 -1.091  -0.138
H1 2.443 -2.363 1.379  0.060
H2 1.612 -2.346 -0.206  -0.012
H3 2.246 -3.855 0.442  0.099
H4 -0.020 -2.227 1.750  0.067
H5 0.610 -3.699 2.400  0.128
H6 0.043 -5.843 1.491  0.116
H7 -1.544 -7.185 0.141  0.104
H8 -2.959 -6.069 -1.545  0.111
H9 -3.664 -2.680 -1.972  0.094
H10 -3.655 -4.272 -2.692  0.106
H11 -1.425 -2.186 -2.986  0.058
H12 -2.602 -2.630 -4.223  0.074
H13 -1.396 -3.808 -3.688  0.080
H14 -3.337 -1.495 -0.051  0.158
H15 -3.911 1.404 -0.422  0.112
H16 -2.252 3.425 -1.186  0.099
H17 0.133 2.321 -1.630  0.093
F1 -0.136 0.631 4.052  0.149
B1 0.084 0.215 2.756  -1.250
F2 0.370 1.347 1.916  0.024
F3 1.208 -0.658 2.683  0.061
F4 -1.034 -0.476 2.223  0.083
C16 6.121 -0.876 -3.090  -0.083
C17 4.862 -1.443 -3.213  -0.084
C18 3.828 -1.021 -2.385  -0.128
C19 4.050 -0.031 -1.431  -0.384
C20 5.324 0.528 -1.303  -0.135
C21 6.353 0.108 -2.133  -0.076
Sb1 2.501 0.584 -0.125  1.556
C22 3.648 0.561 1.643  -0.357
C23 3.461 1.514 2.638  -0.102
C24 4.150 1.403 3.836  -0.064
C25 5.024 0.344 4.042  -0.078
C26 5.220 -0.602 3.046  -0.078
C27 4.529 -0.498 1.846  -0.140
C28 2.411 2.646 -0.592  -0.358
C29 3.134 3.143 -1.675  -0.119
C30 3.076 4.494 -1.993  -0.081
C31 2.294 5.355 -1.235  -0.082
C32 1.562 4.862 -0.163  -0.071
C33 1.614 3.512 0.161  -0.136
H18 6.926 -1.202 -3.735  0.103
H19 4.684 -2.218 -3.949  0.104
H20 2.842 -1.462 -2.488  0.081
H21 5.514 1.288 -0.554  0.109
H22 7.340 0.542 -2.029  0.106
H23 2.755 2.322 2.495  0.097
H24 3.991 2.135 4.617  0.109
H25 5.548 0.249 4.986  0.103
H26 5.904 -1.426 3.204  0.103
H27 4.680 -1.246 1.075  0.097
H28 3.739 2.482 -2.283  0.088
H29 3.641 4.871 -2.836  0.104
H30 2.257 6.410 -1.480  0.103
H31 0.941 5.526 0.425  0.108
H32 1.023 3.136 0.987  0.089